C2H4F3N | ωB97M-V with the def2-TZVPD basis set

Properties
- LUMO (spin up / spin down) (eV) = -0.25 / -0.64
- HOMO level (spin up / spin down) (eV) = -10.43 / -9.10
- net charge = 0
- energy above the lowest of the compared OMol25 structures with the same formula, charge and spin (kJ/mol) = 694.8

Last column: natural (NBO) charge in e.
Positions of all 10 atoms, in Å:
F (2.316, 0.454, 0.197)  -0.3762
F (-2.534, 0.880, -0.754)  -0.2479
F (-2.275, -0.724, 0.697)  -0.2477
N (-1.789, 0.523, 0.356)  0.3416
C (0.303, 0.192, -0.603)  -0.2343
C (1.186, -0.363, 0.447)  -0.0375
H (1.024, -0.268, 1.487)  0.1956
H (-0.070, -0.500, -1.380)  0.2045
H (0.273, 1.261, -0.794)  0.2184
H (1.566, -1.456, 0.347)  0.1835

Cartesian forces (eV/Å) of the 3 atoms listed first:
0.911 -0.138 0.462
0.274 -0.455 0.421
0.112 0.401 -0.439

C2H4F4N2O2 | ωB97M-V with the def2-TZVPD basis set

Properties
- LUMO (eV) = 0.13
- HOMO level (eV) = -10.00
- net charge = 0
- energy above the lowest of the compared OMol25 structures with the same formula, charge and spin (kJ/mol) = 288.8

Last column: natural (NBO) charge in e.
Positions of all 14 atoms, in Å:
F (1.782, -2.205, 0.125)  -0.1333
F (1.609, 1.246, -2.766)  -0.1870
F (1.422, -1.861, -2.009)  -0.2236
F (1.559, 2.343, -0.821)  -0.1806
O (-1.629, -1.166, 0.261)  -0.4980
O (-0.576, 1.676, 1.559)  -0.9595
N (1.568, -1.184, -0.728)  0.2961
N (1.797, 1.064, -1.357)  0.2639
C (1.817, 0.071, -0.535)  0.1667
C (-2.646, -1.233, 0.873)  0.2878
H (-3.546, -1.493, 0.257)  0.0963
H (-0.614, 2.549, 2.024)  0.4776
H (-2.789, -1.328, 2.003)  0.1139
H (0.245, 1.520, 1.114)  0.4797

Cartesian forces (eV/Å) of the 3 atoms listed first:
0.157 0.865 -0.068
-0.191 -0.688 1.945
0.426 1.098 1.526

C2H4F4P2 | ωB97M-V with the def2-TZVPD basis set

Properties
- LUMO (eV) = -0.59
- HOMO level (eV) = -8.97
- net charge = 0
- energy above the lowest of the compared OMol25 structures with the same formula, charge and spin (kJ/mol) = 0.0

Last column: natural (NBO) charge in e.
Positions of all 12 atoms, in Å:
P (-0.767, -1.403, 0.474)  1.4540
P (-1.391, 1.707, -0.472)  1.3761
F (0.183, -2.734, 0.317)  -0.5913
F (-1.115, 2.061, 1.076)  -0.5889
F (-1.669, -1.794, -0.809)  -0.5817
F (-2.737, 0.887, -0.138)  -0.5841
C (1.464, 0.381, 0.243)  -0.6760
C (0.308, -0.266, -0.438)  -0.7041
H (1.227, 0.628, 1.276)  0.2208
H (1.773, 1.289, -0.275)  0.2178
H (2.321, -0.298, 0.248)  0.2285
H (0.403, -0.459, -1.501)  0.2289

Cartesian forces (eV/Å) of the 3 atoms listed first:
0.814 -0.855 -1.461
0.859 -2.592 1.522
-0.379 0.577 0.476

C2H4F6N3O14S6Sr | ωB97M-V with the def2-TZVPD basis set

Properties
- LUMO (eV) = 6.19
- HOMO level (eV) = 2.49
- net charge = -3
- energy above the lowest of the compared OMol25 structures with the same formula, charge and spin (kJ/mol) = 0.0

Last column: Löwdin charge in e.
Positions of all 36 atoms, in Å:
Sr (0.130, -0.023, 0.301)  1.5052
S (0.978, 3.303, 1.885)  0.5226
S (-3.453, 0.468, -0.233)  0.4548
S (-2.816, 1.352, 1.930)  0.5066
S (1.251, -0.591, -3.182)  0.4397
S (0.313, 3.591, -0.326)  0.4441
S (-0.317, -2.336, -2.584)  0.5536
F (1.905, 0.736, -2.471)  -0.2347
F (1.069, 2.003, 2.804)  -0.1928
F (-0.294, 2.590, -1.442)  -0.2404
F (-1.125, -2.797, -1.289)  -0.1906
F (-2.867, -0.607, -1.274)  -0.2034
F (-1.623, 1.141, 2.940)  -0.1738
O (1.040, -1.824, 1.940)  -0.4931
O (2.507, -1.291, -3.335)  -0.2739
O (-3.909, 0.822, 2.708)  -0.2795
O (-0.895, 4.374, -0.171)  -0.2595
O (-0.087, 4.048, 2.510)  -0.2610
O (0.576, -3.469, -2.678)  -0.2612
O (-2.807, 2.760, 1.707)  -0.2465
O (3.727, -3.109, 2.530)  -0.4377
O (0.591, -0.086, -4.352)  -0.2730
O (-1.385, -2.177, -3.534)  -0.2727
O (-4.700, -0.120, 0.200)  -0.2780
O (-3.483, 1.664, -1.017)  -0.2586
O (2.312, 3.818, 1.920)  -0.2557
O (1.427, 4.160, -1.040)  -0.2628
N (-2.239, 0.365, 0.733)  -0.4333
N (0.341, -0.862, -1.983)  -0.4322
N (0.549, 2.350, 0.571)  -0.4250
C (3.024, -3.319, 1.358)  -0.5467
C (1.492, -3.016, 1.353)  -0.4607
H (1.131, -2.995, 0.305)  0.0469
H (1.024, -3.892, 1.838)  0.0699
H (3.172, -4.307, 0.867)  0.0497
H (3.441, -2.727, 0.509)  0.0538

Cartesian forces (eV/Å) of the 3 atoms listed first:
1.689 -2.440 1.874
0.131 -2.783 4.896
-2.062 -1.855 -4.683

C2H4FI | ωB97M-V with the def2-TZVPD basis set

Properties
- LUMO (eV) = 0.21
- HOMO level (eV) = -9.30
- net charge = 0
- energy above the lowest of the compared OMol25 structures with the same formula, charge and spin (kJ/mol) = 227.6

Last column: natural (NBO) charge in e.
Positions of all 8 atoms, in Å:
I (0.572, -3.132, -0.393)  0.1004
F (-0.319, -1.124, -2.226)  -0.3807
C (-0.397, 0.223, 0.396)  -0.5212
C (0.507, -1.129, -1.107)  0.0692
H (1.379, -0.744, -1.449)  0.1459
H (-0.665, -0.445, 1.224)  0.2069
H (0.326, 0.904, 0.671)  0.1835
H (-1.124, 0.756, -0.127)  0.1961

Cartesian forces (eV/Å) of the 3 atoms listed first:
0.191 0.537 0.037
0.196 0.145 0.880
1.465 -4.004 -1.655

C2H4FK | ωB97M-V with the def2-TZVPD basis set

Properties
- spin multiplicity = 2
- LUMO (spin up / spin down) (eV) = -4.36 / -4.37
- HOMO level (spin up / spin down) (eV) = -13.21 / -14.34
- net charge = +1
- energy above the lowest of the compared OMol25 structures with the same formula, charge and spin (kJ/mol) = 0.0

Last column: Mulliken spin population.
Positions of all 8 atoms, in Å:
K (1.892, -1.935, 1.547)  -0.0053
F (-1.379, -1.208, -0.578)  0.0039
C (-0.769, -0.333, 0.220)  0.0102
C (0.368, 0.287, -0.161)  0.0479
H (0.866, 0.007, -1.093)  -0.0047
H (-0.455, 2.308, -1.606)  0.9521
H (-1.328, -0.133, 1.137)  0.0000
H (0.805, 1.007, 0.534)  -0.0040

Cartesian forces (eV/Å) of the 3 atoms listed first:
-0.016 -0.025 -0.038
0.069 -0.099 0.114
0.917 0.891 -0.364

C2H4FN | ωB97M-V with the def2-TZVPD basis set

Properties
- LUMO (eV) = 1.06
- HOMO level (eV) = -10.58
- net charge = 0
- energy above the lowest of the compared OMol25 structures with the same formula, charge and spin (kJ/mol) = 25.4
- SMILES = [H]/N=C(/C)F

Last column: natural (NBO) charge in e.
Positions of all 8 atoms, in Å:
F (1.850, -0.639, 0.627)  -0.3775
N (1.302, 1.072, -0.631)  -0.6734
C (0.877, 0.066, -0.103)  0.6485
C (-0.538, -0.373, -0.075)  -0.6936
H (2.321, 1.202, -0.703)  0.3754
H (-1.183, 0.358, 0.158)  0.2411
H (-0.697, -1.298, 0.652)  0.2334
H (-0.839, -0.668, -1.084)  0.2461

Cartesian forces (eV/Å) of the 3 atoms listed first:
-1.378 -0.903 -0.221
0.479 2.436 -2.531
1.391 -0.683 1.845

C2H4FN3O4 | ωB97M-V with the def2-TZVPD basis set

Properties
- LUMO (eV) = -0.75
- HOMO level (eV) = -9.25
- net charge = 0
- energy above the lowest of the compared OMol25 structures with the same formula, charge and spin (kJ/mol) = 213.4

Last column: natural (NBO) charge in e.
Positions of all 14 atoms, in Å:
F (1.920, -0.154, -1.486)  -0.3102
O (1.273, -2.332, -0.210)  -0.3754
O (0.391, -1.222, 1.373)  -0.4442
O (0.344, 1.416, 1.222)  -0.4621
O (1.596, 2.210, -0.332)  -0.3721
N (-1.648, -0.058, 0.461)  -0.5980
N (1.070, 1.281, 0.240)  0.4624
N (0.976, -1.317, 0.311)  0.4778
C (1.144, -0.045, -0.343)  0.3116
C (-1.264, 0.070, -0.755)  0.0182
H (-2.126, -0.703, 0.931)  0.4100
H (-0.866, 0.977, -0.967)  0.2098
H (-1.408, -0.794, -1.500)  0.2412
H (-1.401, 0.671, 1.054)  0.4310

Cartesian forces (eV/Å) of the 3 atoms listed first:
-0.877 0.533 1.714
0.972 -2.115 -1.707
-0.570 -0.365 1.559

C2H4FNO | ωB97M-V with the def2-TZVPD basis set

Properties
- LUMO (spin up / spin down) (eV) = 0.17 / -0.05
- HOMO level (spin up / spin down) (eV) = -9.92 / -8.20
- net charge = 0
- energy above the lowest of the compared OMol25 structures with the same formula, charge and spin (kJ/mol) = 708.0

Last column: natural (NBO) charge in e.
Positions of all 9 atoms, in Å:
F (0.085, 1.639, -0.169)  -0.1845
O (0.125, -1.571, -1.615)  -0.4920
N (0.059, 0.242, -0.154)  -0.0897
C (0.065, -0.242, 1.203)  -0.4412
C (-0.027, -0.493, -1.241)  0.6585
H (-0.450, 1.559, -2.590)  -0.1185
H (0.904, -0.009, 1.699)  0.2092
H (-0.865, 0.225, 1.560)  0.2202
H (0.104, -1.351, 1.307)  0.2381

Cartesian forces (eV/Å) of the 3 atoms listed first:
-0.340 -1.170 -0.477
0.052 -3.150 -0.248
0.891 -1.552 -0.029

C2H4FNO | ωB97M-V with the def2-TZVPD basis set

Properties
- LUMO (eV) = 0.68
- HOMO level (eV) = -10.07
- net charge = 0
- energy above the lowest of the compared OMol25 structures with the same formula, charge and spin (kJ/mol) = 417.4
- SMILES = CO/C=N/F

Last column: natural (NBO) charge in e.
Positions of all 9 atoms, in Å:
F (-0.031, -3.715, 2.093)  -0.2702
O (-0.356, -0.745, 0.249)  -0.5343
N (-0.619, -2.989, 1.012)  -0.0943
C (0.303, 0.462, -0.352)  -0.2244
C (-0.036, -1.805, 0.973)  0.3741
H (1.168, 0.175, -0.951)  0.1953
H (-0.458, 0.638, -1.064)  0.2101
H (0.478, 1.370, 0.183)  0.2014
H (0.825, -1.613, 1.761)  0.1421

Cartesian forces (eV/Å) of the 3 atoms listed first:
-0.051 0.696 -0.640
-1.239 0.002 -0.554
0.514 2.535 -0.668

no.,calculated total energy (hartree)
1,-432.7111
2,-737.6453
3,-1160.8429
4,-4315.1765
5,-476.0515
6,-778.0611
7,-233.2015
8,-643.3956
9,-308.2133
10,-308.3239